Entry from the Open Molecules 2025 dataset: the molecule C5H4N2 (ωB97M-V with the def2-TZVPD basis set).

Summary:
- charge = 0
- highest occupied orbital energy (eV) = -9.58
- gap between HOMO and LUMO (eV) = 9.57
- LUMO energy (eV) = 0.0
- structure (SMILES) = C#Cc1ccn[nH]1

Geometry (Å):
C1 2.8923 0.4102 0.0655
C2 1.6713 0.2821 0.2554
C3 0.2831 0.0781 0.2518
C4 -0.4383 -1.0500 -0.0962
C5 -1.7682 -0.6047 -0.1282
N1 -1.8669 0.6868 0.1830
N2 -0.6196 1.0842 0.3836
H1 2.7183 0.0490 -0.9778
H2 -0.0306 -2.0250 -0.3251
H3 -2.6587 -1.1691 -0.3636
H4 -0.4149 2.0416 0.6280

Forces on the atoms, in the same order (eV/Å):
C -0.77 -0.31 -0.01
C 0.26 0.03 0.11
C -0.25 -0.02 0.10
C -0.03 0.04 0.11
C -0.15 -0.03 -0.01
N 0.04 -0.19 -0.07
N 0.01 0.13 0.08
H 1.05 0.22 -0.45
H -0.13 0.17 0.11
H 0.07 0.08 0.04
H -0.10 -0.12 -0.02

=====

Entry from the Open Molecules 2025 dataset: a cluster of 2 separate species, C21H27BNO6 in total (ωB97M-V with the def2-TZVPD basis set).

Summary:
- charge = -1
- highest occupied orbital energy (eV) = -2.97
- gap between HOMO and LUMO (eV) = 4.70
- LUMO energy (eV) = 1.7

Geometry (Å):
C1 -2.6396 1.8688 1.2930
C2 -3.0828 1.5249 0.2230
C3 -3.5026 0.8905 -1.0327
C4 -2.9521 1.5506 -2.2964
C5 -1.4096 1.7702 -2.3434
C6 -0.5848 0.7887 -1.5532
C7 -0.8405 -0.5767 -1.7653
C8 -0.0996 -1.4989 -1.0835
C9 0.9228 -1.1524 -0.1953
C10 1.1742 0.1928 0.0372
O1 2.1593 0.6203 0.8864
C11 1.9443 0.3199 2.2657
C12 0.5072 0.5679 2.7775
C13 -0.1829 -0.7516 3.1973
C14 0.1186 -1.0141 4.6869
C15 0.4316 1.1556 -0.6565
C16 0.7728 2.5950 -0.3644
C17 2.2135 2.8981 -0.8713
C18 3.0950 3.7867 0.0313
O2 2.4914 4.2233 -1.2044
C19 1.5467 -2.3929 0.3218
O3 2.3916 -2.5790 1.1489
N1 0.9633 -3.5167 -0.3995
B1 1.8507 -4.0688 -1.4631
C20 1.4674 -5.4314 -2.1414
O4 2.9998 -3.3753 -1.8357
C21 -0.1777 -3.0026 -1.0959
O5 -1.0895 -3.6137 -1.5851
H1 -2.5527 2.2097 2.2974
H2 -4.5974 1.0271 -1.1042
H3 -3.3326 -0.1888 -1.0164
H4 -3.4616 2.5108 -2.3915
H5 -3.2698 0.9501 -3.1501
H6 -1.2136 2.8098 -2.1025
H7 -1.0965 1.6495 -3.3881
H8 -1.6168 -0.9046 -2.4451
H9 2.2469 -0.6940 2.5347
H10 2.6221 0.9779 2.8151
H11 0.6010 1.1517 3.6986
H12 -0.1047 1.1635 2.0997
H13 0.2292 -1.6090 2.6631
H14 -1.2632 -0.7257 3.0530
H15 1.1900 -0.9261 4.8895
H16 -0.2278 -1.9920 5.0228
H17 -0.3618 -0.2419 5.2960
H18 0.1500 3.3110 -0.8874
H19 0.7790 2.7901 0.7059
H20 2.7136 2.1052 -1.4216
H21 4.0446 3.2739 -0.0481
H22 2.5121 3.9429 0.9239
H23 1.8521 -5.4989 -3.1623
H24 1.8479 -6.2797 -1.5643
H25 0.3858 -5.5761 -2.2045
H26 2.7641 -2.8041 -2.5783
O6 -5.7238 2.5871 -2.1468
H27 -5.6427 3.1948 -1.4005

Forces on the atoms, in the same order (eV/Å):
C -0.60 0.16 -0.09
C 0.57 -0.80 0.01
C -0.63 0.41 0.04
C 0.49 -0.06 0.12
C -0.34 -0.14 -0.30
C 0.13 -0.18 -0.08
C -0.14 0.10 -0.01
C 0.86 -0.69 0.72
C -0.33 0.16 0.06
C 0.16 -0.36 0.04
O -0.25 -0.07 -0.11
C -0.19 0.47 0.96
C 0.10 -0.57 0.32
C 0.32 0.01 0.69
C -0.17 0.32 -0.12
C -0.37 0.47 0.14
C 1.38 0.03 -0.95
C -0.41 0.49 1.78
C -1.79 -2.91 -1.94
O 0.59 0.35 0.15
C -0.03 -0.21 -0.55
O 0.13 0.22 0.14
N 0.32 0.60 -0.68
B 0.22 -1.02 0.41
C -0.41 0.19 -0.42
O -0.62 0.06 0.12
C -1.22 1.01 -0.10
O 0.44 -0.54 -0.07
H 0.24 0.08 -0.07
H 0.05 0.28 -0.22
H 0.29 0.07 0.30
H -0.19 -0.14 -0.13
H -0.08 0.03 0.04
H 0.19 -0.08 0.24
H 0.00 0.11 0.03
H -0.01 0.08 0.00
H 0.01 -0.12 -0.44
H 0.09 0.09 -0.32
H -0.07 0.20 -0.13
H 0.12 -0.14 -0.21
H -0.16 0.14 -0.38
H 0.03 0.05 -0.16
H 0.01 -0.18 -0.08
H 0.02 0.01 -0.01
H -0.06 -0.11 0.04
H -0.39 -0.13 0.22
H -0.37 -0.03 0.02
H 0.00 0.22 -0.28
H 0.67 1.17 0.50
H 0.63 0.71 0.35
H 0.19 -0.09 0.12
H 0.15 0.12 0.03
H 0.02 0.08 0.19
H 0.40 0.09 -0.01
O 0.11 -0.03 0.12
H -0.13 0.03 -0.03

=====

Entry from the Open Molecules 2025 dataset: a cluster of 8 separate species, C23H62O8 in total (ωB97M-V with the def2-TZVPD basis set).

Summary:
- charge = 0
- highest occupied orbital energy (eV) = -9.45
- gap between HOMO and LUMO (eV) = 9.84
- LUMO energy (eV) = 0.4
- structure (SMILES) = CC(C)O.CC(C)O.CC(C)O.CC(C)O.CC(C)O.CC(C)O.CC(C)O.CCO

Geometry (Å):
C1 21.3720 -17.2980 5.8515
C2 21.6112 -17.4632 4.3653
O1 22.1337 -18.7502 4.1186
H1 22.2904 -17.5580 6.3820
H2 20.5861 -17.9769 6.1841
H3 21.1494 -16.2674 6.1217
H4 22.3457 -16.6978 4.0692
H5 20.7344 -17.1945 3.7661
H6 22.4013 -18.8500 3.2021
C3 17.7281 -17.6286 4.1197
C4 16.7975 -17.5283 2.9275
C5 15.7362 -16.4647 3.0606
O2 17.6427 -17.2681 1.7816
H7 18.0482 -16.6466 4.4742
H8 18.6145 -18.1785 3.7987
H9 17.2940 -18.1752 4.9565
H10 16.3348 -18.4989 2.7051
H11 16.1302 -15.4822 3.3300
H12 14.9839 -16.7811 3.7900
H13 15.1703 -16.2903 2.1394
H14 17.0634 -17.1063 1.0113
C6 24.8036 -12.3674 3.6342
C7 24.1450 -11.4428 4.6832
C8 22.6451 -11.6166 4.6753
O3 24.6001 -11.8234 5.9827
H15 24.9122 -13.3473 4.0999
H16 25.7813 -11.9783 3.3392
H17 24.2101 -12.4808 2.7248
H18 24.4094 -10.4078 4.4408
H19 22.3079 -12.6208 4.9469
H20 22.2859 -11.4721 3.6538
H21 22.1577 -10.9509 5.3885
H22 25.5628 -11.7677 5.9965
C9 17.8477 -12.6698 6.3116
C10 18.3407 -12.9382 4.9200
C11 18.9543 -11.7562 4.1902
O4 19.3140 -14.0005 5.0140
H23 17.2949 -13.5452 6.6668
H24 17.1055 -11.8665 6.3801
H25 18.5774 -12.4405 7.0883
H26 17.5752 -13.3479 4.2475
H27 19.8986 -11.5161 4.6911
H28 18.3360 -10.8569 4.2410
H29 19.1539 -11.9906 3.1451
H30 19.3363 -14.4226 4.1392
C12 16.0470 -15.5838 -2.8060
C13 16.8497 -15.6195 -1.5071
C14 16.5674 -14.4529 -0.5871
O5 16.4674 -16.7890 -0.7611
H31 16.3326 -16.3448 -3.5319
H32 16.1605 -14.6132 -3.3004
H33 14.9790 -15.6766 -2.5998
H34 17.9071 -15.6860 -1.7803
H35 15.5109 -14.4353 -0.3175
H36 16.7456 -13.4821 -1.0576
H37 17.2244 -14.4919 0.2824
H38 16.7879 -17.5911 -1.1883
C15 24.9606 -16.1105 2.0354
C16 25.0885 -16.2807 0.5421
C17 26.5379 -16.4687 0.0457
O6 24.3388 -17.4629 0.2048
H39 23.9185 -16.1884 2.3393
H40 25.3440 -15.1349 2.3390
H41 25.5527 -16.8750 2.5402
H42 24.6659 -15.4311 -0.0113
H43 27.0484 -17.2116 0.6584
H44 27.0844 -15.5322 0.1921
H45 26.5114 -16.7530 -1.0032
H46 24.5185 -17.6992 -0.7080
C18 21.5009 -14.3064 2.1759
C19 20.2352 -14.6625 1.4098
C20 20.4669 -15.8365 0.4703
O7 19.2166 -15.0072 2.3693
H47 22.3876 -14.0961 1.5799
H48 21.7227 -15.1922 2.7811
H49 21.3156 -13.4821 2.8637
H50 19.8895 -13.7881 0.8441
H51 19.5918 -16.1003 -0.1188
H52 20.7993 -16.7259 1.0114
H53 21.2903 -15.5934 -0.2113
H54 18.8868 -15.8936 2.1374
C21 22.2437 -11.7168 -0.0736
C22 23.6705 -11.6060 -0.5920
C23 23.7391 -11.7967 -2.0939
O8 24.1956 -10.3497 -0.1929
H55 22.2077 -11.5797 1.0066
H56 21.8058 -12.6840 -0.3197
H57 21.6142 -10.9534 -0.5390
H58 24.2278 -12.4206 -0.1045
H59 23.2624 -10.9384 -2.5755
H60 23.2596 -12.7304 -2.3867
H61 24.7632 -11.7889 -2.4756
H62 25.1552 -10.3981 -0.1777

Forces on the atoms, in the same order (eV/Å):
C 0.20 -0.38 -0.04
C 0.64 1.23 -0.07
O -0.25 -0.44 0.15
H -0.02 -0.11 -0.02
H -0.07 0.14 0.11
H -0.31 0.02 -0.17
H 0.15 -0.15 0.07
H -0.27 -0.49 0.08
H -0.05 0.18 -0.11
C 0.15 -0.20 -0.05
C 0.37 -0.11 -0.67
C -0.75 0.25 -0.02
O -0.16 0.22 0.03
H -0.05 0.04 -0.05
H 0.01 -0.04 0.10
H -0.16 0.08 -0.02
H -0.12 0.05 0.39
H 0.22 -0.17 0.23
H 0.18 0.16 0.16
H 0.18 -0.31 -0.15
H 0.30 0.09 0.11
C -0.04 0.27 0.24
C 0.05 -1.02 -0.48
C -0.31 -0.11 -0.04
O 0.18 0.41 0.00
H 0.06 -0.07 -0.12
H 0.07 -0.17 0.07
H -0.07 0.13 0.04
H -0.08 0.07 0.25
H 0.43 -0.12 0.08
H -0.17 0.41 0.15
H 0.00 0.21 -0.22
H -0.10 0.01 0.04
C -1.36 -0.04 0.71
C 0.77 -0.71 -0.83
C 0.38 0.40 0.62
O -0.07 0.23 0.10
H 0.22 -0.10 -0.01
H 0.15 0.11 -0.41
H 0.52 -0.08 -0.46
H -0.54 0.27 0.50
H -0.03 0.03 -0.18
H -0.15 -0.10 -0.07
H 0.02 -0.06 -0.02
H 0.12 -0.02 0.01
C -0.27 0.69 -0.05
C -0.46 -0.32 -0.61
C 0.21 0.47 -0.26
O 0.16 -0.22 0.28
H 0.09 -0.15 0.17
H 0.18 -0.08 0.03
H 0.04 -0.16 0.11
H 0.11 0.12 0.27
H 0.05 -0.25 0.29
H 0.17 -0.19 -0.24
H -0.27 -0.11 0.22
H -0.01 0.13 -0.17
C 0.28 0.22 -0.10
C 0.41 -0.73 -0.79
C -0.55 0.59 0.95
O -0.17 0.15 0.32
H 0.00 0.00 0.03
H -0.04 0.01 0.03
H -0.13 -0.06 0.06
H -0.13 0.07 0.22
H -0.07 -0.25 -0.21
H 0.02 -0.03 -0.31
H 0.29 0.02 -0.09
H 0.04 0.02 -0.09
C -0.19 -0.57 0.55
C 0.05 -0.16 0.00
C 0.62 0.18 -0.22
O 0.36 0.17 -0.33
H -0.18 0.09 -0.29
H 0.14 0.22 0.05
H 0.02 0.05 -0.04
H -0.09 -0.08 -0.02
H -0.16 0.06 0.02
H -0.13 0.04 0.17
H -0.17 0.01 -0.06
H -0.42 0.04 0.10
C -0.10 0.42 -0.24
C -0.15 -0.76 0.30
C 0.17 0.47 -0.21
O -0.05 0.12 0.12
H 0.03 0.00 0.01
H 0.12 -0.06 -0.01
H 0.04 0.05 0.05
H 0.18 0.11 -0.02
H -0.26 -0.20 -0.02
H -0.04 0.05 -0.10
H 0.06 -0.18 0.20
H 0.01 0.00 -0.08

=====

Entry from the Open Molecules 2025 dataset: a structure of composition C8H23BrMnNO4 (ωB97M-V with the def2-TZVPD basis set).

Summary:
- charge = +1
- 2S+1 = 6
- highest occupied orbital energy (alpha / beta) (eV) = -11.18 / -11.18
- ⟨S²⟩ = 8.758
- gap between HOMO and LUMO (alpha / beta) (eV) = 3.39 / 3.38
- LUMO energy (alpha / beta) (eV) = -7.8 / -7.8

Geometry (Å):
Mn1 3.7157 -2.0516 -3.1725
Br1 3.8954 -1.0764 -0.9715
C1 -5.1157 0.4955 -1.5503
O1 -3.7849 0.9390 -1.7025
C2 -3.4340 1.9425 -0.7790
C3 -1.9670 2.3082 -1.0282
N1 -1.0948 1.1544 -1.2623
C4 -0.9061 0.3851 -0.0471
C5 0.1358 -0.6762 -0.2315
O2 -0.1351 -1.5232 -1.3666
C6 -1.1941 -2.4307 -1.1658
H1 -5.8192 1.2888 -1.8213
H2 -5.3400 0.1908 -0.5197
H3 -5.2383 -0.3833 -2.1785
H4 -3.6378 1.6277 0.2549
H5 -4.0514 2.8382 -0.9396
H6 -1.5761 2.9318 -0.2250
H7 -1.9833 2.8968 -1.9482
H8 -1.6333 0.5962 -1.9184
H9 -1.8321 -0.0630 0.3447
H10 -0.5542 1.0387 0.7596
H11 0.2679 -1.3555 0.6224
H12 1.1372 -0.3054 -0.4405
H13 -1.6039 -2.7187 -2.1355
H14 -2.0251 -2.0299 -0.5795
H15 -0.8601 -3.3590 -0.6807
C7 4.3171 2.0137 2.0862
O3 5.2445 1.7104 1.0572
H16 3.8374 1.1075 2.4664
H17 4.8662 2.4415 2.9251
H18 3.5783 2.7628 1.7900
H19 4.8965 1.0035 0.5099
C8 2.7065 -2.2261 2.5424
O4 3.9692 -2.7146 2.1108
H20 2.6040 -1.1591 2.3223
H21 1.8840 -2.7660 2.0583
H22 2.6266 -2.4027 3.6106
H23 4.1043 -2.4315 1.2034

Forces on the atoms, in the same order (eV/Å):
Mn -0.11 0.76 1.68
Br -0.06 -0.69 -1.71
C -0.08 -0.03 0.15
O 0.06 -0.21 0.19
C -0.05 0.41 0.31
C -0.32 -0.01 -0.56
N -0.34 0.36 0.30
C -0.01 0.04 0.51
C 0.52 -1.47 -0.51
O 0.05 0.25 -0.14
C -0.33 -0.59 -0.06
H -0.06 -0.11 -0.13
H 0.17 0.08 0.03
H -0.11 0.13 -0.18
H 0.12 -0.24 -0.08
H 0.03 -0.02 0.00
H -0.01 0.01 0.03
H 0.28 0.09 0.05
H 0.36 -0.26 -0.08
H 0.00 -0.02 -0.12
H 0.01 0.11 -0.13
H -0.35 0.36 0.30
H -0.16 0.58 -0.04
H 0.10 0.14 -0.05
H 0.13 0.18 0.00
H 0.11 0.18 0.11
C 0.08 -0.02 0.44
O 0.12 0.07 -0.11
H -0.17 0.09 -0.06
H 0.14 -0.03 -0.11
H -0.09 -0.19 -0.19
H -0.05 0.12 0.06
C -0.06 -0.15 -0.31
O 0.00 -0.01 0.09
H -0.08 0.03 0.19
H 0.01 0.04 0.00
H 0.10 0.12 0.05
H 0.03 -0.10 0.07

=====

no.,strongest force on any atom (eV/Å),calculated total energy (eV)
1,1.2,-8225.9571
2,3.9,-36664.6140
3,1.5,-41236.3443
4,1.9,-119701.1064